# C24H52N12O16

A 12-piece molecular cluster, C24H52N12O16 overall at a distorted geometry (wB97M-V/def2-TZVPD, the OMol25 dataset).

Geometry (Å):
1 C -0.784 -1.190 1.344
2 C -0.190 -0.661 0.078
3 C 1.239 -0.131 0.286
4 C 1.269 1.095 1.103
5 N 1.298 2.143 1.715
6 H -0.744 -0.446 2.139
7 H -0.135 -2.004 1.668
8 H -1.797 -1.492 1.081
9 H -0.895 0.124 -0.198
10 H -0.137 -1.307 -0.799
11 H 1.792 0.168 -0.605
12 H 1.817 -0.841 0.877
13 C -2.550 -4.645 1.095
14 C -3.338 -3.550 1.760
15 C -4.628 -4.045 2.389
16 C -4.441 -5.241 3.211
17 N -4.289 -6.176 3.806
18 H -2.046 -5.241 1.856
19 H -1.718 -4.178 0.566
20 H -3.245 -5.231 0.495
21 H -3.528 -2.710 1.091
22 H -2.747 -3.021 2.509
23 H -5.298 -4.254 1.555
24 H -5.078 -3.232 2.960
25 C 0.191 2.142 -2.986
26 C 0.282 0.873 -3.732
27 C -1.051 0.456 -4.437
28 C -1.648 1.424 -5.343
29 N -2.188 2.166 -6.095
30 H -0.587 1.920 -2.255
31 H -0.113 3.005 -3.578
32 H 1.079 2.437 -2.427
33 H 0.738 0.022 -3.226
34 H 0.937 1.086 -4.577
35 H -1.842 0.324 -3.699
36 H -0.978 -0.540 -4.873
37 C -1.117 5.264 2.262
38 C -1.151 4.327 1.033
39 C -2.191 4.759 -0.021
40 C -3.562 4.632 0.515
41 N -4.676 4.533 0.913
42 H -2.073 5.563 2.692
43 H -0.560 6.143 1.937
44 H -0.449 4.878 3.032
45 H -1.436 3.325 1.352
46 H -0.167 4.210 0.579
47 H -2.089 4.087 -0.873
48 H -1.936 5.744 -0.410
49 C -2.475 1.609 3.439
50 N -3.541 1.440 2.411
51 O -4.715 1.353 2.765
52 O -3.191 1.352 1.270
53 H -2.690 0.986 4.306
54 H -2.480 2.605 3.882
55 H -1.507 1.295 3.046
56 C 0.820 0.015 4.793
57 N 1.549 -1.204 4.290
58 O 1.075 -2.313 4.563
59 O 2.622 -1.105 3.727
60 H 1.159 0.149 5.821
61 H -0.231 -0.264 4.723
62 H 1.174 0.897 4.260
63 C 5.971 -0.749 -2.817
64 N 4.638 -0.628 -3.483
65 O 4.553 -1.052 -4.624
66 O 3.648 -0.116 -2.933
67 H 6.467 0.159 -3.158
68 H 6.569 -1.608 -3.123
69 H 5.826 -0.814 -1.739
70 C 1.739 -4.350 -0.081
71 N 1.788 -5.233 1.117
72 O 2.671 -6.081 1.210
73 O 0.973 -5.100 2.030
74 H 2.025 -3.329 0.171
75 H 0.746 -4.435 -0.522
76 H 2.471 -4.812 -0.744
77 C 3.220 4.545 3.258
78 N 2.801 5.425 2.100
79 O 1.939 6.287 2.332
80 O 3.394 5.198 1.028
81 H 4.098 4.033 2.864
82 H 2.400 3.836 3.377
83 H 3.466 5.138 4.138
84 C -4.730 -3.168 -2.356
85 N -3.512 -2.386 -2.618
86 O -3.133 -2.314 -3.795
87 O -2.906 -1.950 -1.608
88 H -4.723 -4.017 -3.040
89 H -5.567 -2.528 -2.634
90 H -4.759 -3.547 -1.334
91 C 3.683 2.975 -1.018
92 N 4.595 2.245 -0.131
93 O 5.554 2.888 0.368
94 O 4.372 1.044 0.111
95 H 4.053 3.995 -1.124
96 H 2.698 2.941 -0.554
97 H 3.754 2.385 -1.932
98 C 1.290 -2.475 -4.903
99 N 1.102 -2.811 -3.466
100 O -0.062 -2.964 -3.077
101 O 2.075 -2.915 -2.717
102 H 0.297 -2.473 -5.352
103 H 1.928 -3.264 -5.302
104 H 1.780 -1.504 -4.980

Results
Frontier orbital gap   0.370 Ha
SMILES string   C[N+](=O)[O-].C[N+](=O)[O-].C[N+](=O)[O-].C[N+](=O)[O-].C[N+](=O)[O-].C[N+](=O)[O-].C[N+](=O)[O-].C[N+](=O)[O-].CCCC#N.CCCC#N.CCCC#N.CCCC#N
Total energy   -2805.7288 Ha



# C7H13N

A 2-piece molecular cluster, C7H13N overall at a distorted geometry (wB97M-V/def2-TZVPD, the OMol25 dataset).

Geometry (Å):
1 C 0.725 3.215 -0.538
2 C 0.335 1.753 -0.396
3 C -0.357 0.270 -2.051
4 N -0.647 1.356 -1.419
5 H 1.383 3.506 0.255
6 H 1.240 3.470 -1.481
7 H -0.180 3.885 -0.515
8 H -0.077 1.558 0.613
9 H 1.252 1.146 -0.424
10 H 0.524 -0.308 -1.811
11 H -1.068 -0.067 -2.782
12 C 0.756 -2.930 -0.201
13 C -0.309 -2.283 0.360
14 C -0.366 -1.482 1.651
15 C -1.385 -1.143 2.412
16 H 1.787 -2.948 0.191
17 H 0.697 -3.537 -1.136
18 H -1.287 -2.475 -0.136
19 H 0.599 -1.026 1.905
20 H -1.152 -0.709 3.397
21 H -2.467 -1.251 2.107

Results
Frontier orbital gap   0.366 Ha
SMILES string   C=CC=C.C=NCC
Energy above the lowest of the compared OMol25 structures with the same formula, charge and spin   262.95 kJ/mol
Total energy   -329.1713 Ha